Entry 1:
The following is a quantum chemistry calculation of a cluster of 13 separate species, C2H29O13 in total, from OMol25.

```
44
Properties=species:S:1:pos:R:3:mulliken_charge:R:1
C 1.301 0.958 -0.197 -0.814
C 0.038 0.603 0.591 0.472
O -0.967 0.299 -0.345 0.545
H 1.724 0.080 -0.621 -0.151
H 2.072 1.223 0.540 0.504
H 1.145 1.807 -0.912 0.070
H -0.240 1.444 1.262 -0.411
H 0.185 -0.320 1.101 -0.070
O -3.149 -0.171 -1.934 -0.685
H -2.329 -0.098 -1.499 0.245
H -3.585 -0.868 -1.443 0.316
O -0.314 -2.427 -0.459 -0.817
H -0.754 -1.600 -0.268 0.219
H -0.235 -2.775 0.458 0.429
O 2.531 -2.428 -0.257 -0.667
H 1.565 -2.347 -0.377 0.347
H 2.536 -2.465 0.708 0.275
O 3.934 -0.976 -1.991 -0.633
H 3.529 -1.162 -1.109 0.374
H 4.322 -1.778 -2.256 0.264
O -3.169 1.050 0.952 -0.694
H -2.425 0.711 0.391 0.106
H -3.959 0.673 0.476 0.269
O -0.020 -2.646 2.277 -0.687
H 0.932 -2.636 2.277 0.255
H -0.261 -3.415 2.767 0.269
O -0.195 1.331 3.939 -0.660
H 0.311 0.748 4.514 0.277
H -0.605 0.645 3.394 0.379
O 0.167 -0.444 -2.871 -0.832
H -0.097 -0.229 -1.961 0.298
H 0.694 -1.213 -2.886 0.299
O -1.771 -0.841 2.920 -0.761
H -0.983 -1.449 2.894 0.510
H -1.983 -0.726 1.992 0.348
O -1.083 2.931 -1.791 -0.710
H -0.244 3.066 -2.169 0.324
H -0.968 2.115 -1.284 0.136
O -1.988 3.801 1.223 -0.601
H -1.192 3.350 1.281 0.278
H -1.924 4.331 0.431 0.295
O 2.533 0.842 -3.549 -0.681
H 3.211 0.636 -2.933 0.317
H 1.717 0.383 -3.279 0.451
```

* total charge: -1
* multiplicity: 1
* HOMO level: -5.69 eV
* LUMO: 1.5 eV
* energy relative to the best compared isomer or geometry (same formula, charge and spin): 130.5 kJ/mol


Entry 2:
The following is a quantum chemistry calculation of a structure of composition C30H29N4OPPtS2, from OMol25.

```
68
Properties=species:S:1:pos:R:3:mulliken_charge:R:1
Pt -0.814 -0.248 -0.533 0.820
O -3.578 -0.569 -1.458 -0.522
N -2.858 -0.167 -0.315 0.078
C -3.651 0.097 0.650 -0.194
C -3.301 0.658 1.943 0.675
C -4.339 0.695 2.880 -0.842
C -4.174 1.343 4.090 -0.719
C -2.983 1.999 4.357 -0.853
C -1.949 1.974 3.432 -0.499
C -2.085 1.293 2.227 0.404
P -0.600 1.211 1.182 0.705
C -0.227 2.923 0.755 0.715
C -1.277 3.838 0.667 -0.516
C -1.032 5.144 0.269 -0.852
C 0.259 5.542 -0.041 -0.581
C 1.307 4.635 0.037 -1.051
C 1.069 3.326 0.425 -0.266
C 0.628 0.574 2.343 1.214
C 0.548 -0.780 2.671 -0.998
C 1.377 -1.313 3.642 -0.761
C 2.292 -0.495 4.294 -0.678
C 2.359 0.855 3.990 -0.814
C 1.523 1.397 3.023 -0.698
H -3.551 0.205 -2.041 0.391
H -4.706 -0.060 0.446 0.518
H -5.284 0.221 2.645 0.463
H -4.980 1.355 4.811 0.441
H -2.853 2.531 5.290 0.467
H -1.021 2.482 3.661 0.466
H -2.286 3.541 0.922 0.387
H -1.849 5.850 0.211 0.441
H 0.451 6.564 -0.340 0.429
H 2.315 4.950 -0.196 0.460
H 1.893 2.628 0.480 0.760
H -0.188 -1.413 2.184 0.547
H 1.301 -2.361 3.900 0.464
H 2.943 -0.910 5.052 0.430
H 3.060 1.494 4.509 0.467
H 1.574 2.456 2.809 0.534
S 1.494 0.089 -0.734 -0.493
C 2.118 -0.239 -2.348 0.407
N 2.132 -1.433 -2.904 0.066
C 2.757 -1.730 -4.197 -0.570
C 2.788 -0.473 -5.046 -0.591
C 3.408 0.657 -4.246 -0.652
N 2.697 0.777 -2.969 -0.090
H 1.815 -2.198 -2.334 0.021
H 2.179 -2.520 -4.675 0.369
H 3.768 -2.106 -4.024 0.320
H 1.775 -0.200 -5.349 0.284
H 3.369 -0.653 -5.948 0.371
H 3.315 1.608 -4.766 0.389
H 4.467 0.475 -4.056 0.308
H 2.627 1.675 -2.517 0.170
S -1.849 -3.731 -3.440 -0.185
C -1.690 -2.144 -2.852 -0.079
N -1.010 -1.984 -1.753 0.231
C -0.541 -3.226 -1.285 -0.417
C 0.260 -3.457 -0.158 -0.075
C 0.635 -4.754 0.124 -0.916
C 0.230 -5.824 -0.685 -0.585
C -0.545 -5.611 -1.802 -0.580
C -0.918 -4.299 -2.096 0.838
H -2.135 -1.322 -3.387 0.417
H 0.597 -2.635 0.460 0.294
H 1.259 -4.947 0.986 0.461
H 0.538 -6.830 -0.433 0.410
H -0.851 -6.432 -2.436 0.446
```

* total charge: +2
* multiplicity: 1
* HOMO level: -13.96 eV
* LUMO: -5.8 eV
* energy relative to the best compared isomer or geometry (same formula, charge and spin): 61.7 kJ/mol


Entry 3:
The following is a quantum chemistry calculation of a structure of composition C10H28AsF12MgNO14S3, from OMol25.

```
70
Properties=species:S:1:pos:R:3:mulliken_charge:R:1
Mg -0.118 -0.709 -1.024 0.597
C -3.230 -2.037 1.303 0.755
F -3.020 -0.983 1.972 -0.286
F -3.985 -2.902 1.990 -0.237
F -3.916 -1.743 0.217 -0.243
S -1.538 -2.954 0.840 0.906
O -1.348 -4.001 1.875 -0.544
O -1.637 -3.461 -0.525 -0.815
N -0.315 -1.638 0.565 -0.411
S 0.640 -1.797 1.815 0.959
O 1.567 -0.693 1.728 -0.573
O 0.037 -1.828 3.158 -0.597
C 1.657 -3.429 1.450 0.547
F 1.378 -4.479 2.223 -0.227
F 1.529 -3.810 0.145 -0.232
F 2.917 -3.199 1.541 -0.221
As 0.134 1.063 -4.267 1.887
F 1.769 0.436 -4.220 -0.421
F -0.492 -0.461 -4.999 -0.479
F -1.542 1.653 -4.259 -0.470
F 0.765 2.489 -3.394 -0.464
F 0.391 1.898 -5.877 -0.506
F -0.143 0.325 -2.587 0.198
C -3.002 -0.536 -2.500 -0.938
O -2.173 -0.494 -1.298 0.033
H -3.856 -1.204 -2.388 0.341
H -3.426 0.454 -2.665 0.337
H -2.414 -0.918 -3.335 0.148
H -2.713 -0.068 -0.628 0.096
C -0.562 2.440 -0.649 -1.224
O 0.045 1.276 -0.044 0.963
H 0.098 3.245 -0.972 0.340
H -1.273 2.306 -1.464 0.222
H -1.100 2.906 0.176 0.328
H 0.749 1.636 0.500 -0.334
C 5.286 -1.650 -0.243 -0.705
O 4.192 -2.227 -1.055 -0.420
H 5.429 -2.210 0.681 0.256
H 6.235 -1.889 -0.724 0.343
H 5.295 -0.595 0.033 0.290
H 4.290 -3.175 -1.171 0.238
C 1.659 4.004 1.679 -0.172
O 2.502 3.327 0.893 -0.423
H 0.720 3.466 1.549 -0.209
H 1.979 3.865 2.712 0.264
H 1.649 5.061 1.412 0.304
H 3.334 3.797 0.800 0.283
C 2.609 0.566 -1.282 -0.970
O 1.881 -0.578 -1.033 1.464
H 1.928 1.180 -1.871 0.398
H 2.993 0.990 -0.354 0.215
H 3.555 0.501 -1.820 0.246
H 2.566 -1.172 -0.716 -0.607
C 1.057 -2.555 -3.167 -0.790
O 0.073 -2.298 -2.221 -0.336
H 1.697 -1.712 -3.428 0.172
H 1.659 -3.333 -2.697 0.312
H 0.621 -2.925 -4.095 0.269
H -0.448 -3.061 -1.959 0.174
C -4.246 2.214 3.721 -0.409
C -3.618 2.133 5.116 -0.261
O -2.179 1.980 4.859 -0.416
S -1.699 2.066 3.233 1.021
O -0.780 0.994 2.900 -0.222
O -1.381 3.393 2.727 -0.575
O -3.278 1.758 2.736 -0.284
H -4.537 3.194 3.344 0.242
H -5.159 1.620 3.676 0.316
H -4.079 1.384 5.760 0.297
H -3.677 3.107 5.602 0.259
```

* multiplicity: 1
* HOMO level: -10.45 eV
* LUMO: 0.1 eV


Entry 4:
The following is a quantum chemistry calculation of a cluster of 5 separate species, H11O5 in total, from OMol25.

```
16
Properties=species:S:1:pos:R:3:mulliken_charge:R:1
O 0.584 0.040 1.450 -0.673
H 0.879 -0.798 1.810 0.320
H 1.424 0.528 1.430 0.365
O -3.306 1.098 -0.879 -0.639
H -3.091 1.911 -1.358 0.358
H -4.009 1.296 -0.266 0.342
O 3.415 0.909 1.234 -0.700
H 3.914 0.686 2.010 0.338
H 3.348 1.839 1.018 0.346
O 0.407 -2.004 -1.494 -0.657
H 1.144 -1.576 -1.018 0.301
H 1.000 -2.214 -2.230 0.346
O -1.251 -0.189 -0.354 -0.406
H -0.518 0.014 0.306 0.468
H -2.113 0.287 -0.679 0.475
H -1.084 -0.947 -0.938 0.415
```

* total charge: +1
* multiplicity: 1
* HOMO level: -15.56 eV
* LUMO: -3.0 eV
* energy relative to the best compared isomer or geometry (same formula, charge and spin): 81.2 kJ/mol


Copy entry 1 word for word.
The following is a quantum chemistry calculation of a cluster of 13 separate species, C2H29O13 in total, from OMol25.

```
44
Properties=species:S:1:pos:R:3:mulliken_charge:R:1
C 1.301 0.958 -0.197 -0.814
C 0.038 0.603 0.591 0.472
O -0.967 0.299 -0.345 0.545
H 1.724 0.080 -0.621 -0.151
H 2.072 1.223 0.540 0.504
H 1.145 1.807 -0.912 0.070
H -0.240 1.444 1.262 -0.411
H 0.185 -0.320 1.101 -0.070
O -3.149 -0.171 -1.934 -0.685
H -2.329 -0.098 -1.499 0.245
H -3.585 -0.868 -1.443 0.316
O -0.314 -2.427 -0.459 -0.817
H -0.754 -1.600 -0.268 0.219
H -0.235 -2.775 0.458 0.429
O 2.531 -2.428 -0.257 -0.667
H 1.565 -2.347 -0.377 0.347
H 2.536 -2.465 0.708 0.275
O 3.934 -0.976 -1.991 -0.633
H 3.529 -1.162 -1.109 0.374
H 4.322 -1.778 -2.256 0.264
O -3.169 1.050 0.952 -0.694
H -2.425 0.711 0.391 0.106
H -3.959 0.673 0.476 0.269
O -0.020 -2.646 2.277 -0.687
H 0.932 -2.636 2.277 0.255
H -0.261 -3.415 2.767 0.269
O -0.195 1.331 3.939 -0.660
H 0.311 0.748 4.514 0.277
H -0.605 0.645 3.394 0.379
O 0.167 -0.444 -2.871 -0.832
H -0.097 -0.229 -1.961 0.298
H 0.694 -1.213 -2.886 0.299
O -1.771 -0.841 2.920 -0.761
H -0.983 -1.449 2.894 0.510
H -1.983 -0.726 1.992 0.348
O -1.083 2.931 -1.791 -0.710
H -0.244 3.066 -2.169 0.324
H -0.968 2.115 -1.284 0.136
O -1.988 3.801 1.223 -0.601
H -1.192 3.350 1.281 0.278
H -1.924 4.331 0.431 0.295
O 2.533 0.842 -3.549 -0.681
H 3.211 0.636 -2.933 0.317
H 1.717 0.383 -3.279 0.451
```

* total charge: -1
* multiplicity: 1
* HOMO level: -5.69 eV
* LUMO: 1.5 eV
* energy relative to the best compared isomer or geometry (same formula, charge and spin): 130.5 kJ/mol


The highest HOMO level belongs to which entry?
C2H29O13


Which formula does entry 3 have?
C10H28AsF12MgNO14S3